Entry i
Molecular formula: C35H54BaN9O
Method: DFT, ωB97M-V/def2-TZVPD

Properties
HOMO level: -7.390 eV
gap between HOMO and LUMO: 4.14 eV

Geometry as ORCA input:
```
! RIJCOSX wB97M-V def2-TZVPD def2/J DEFGRID3
* xyz 1 1
Ba -0.38439 -0.69214 -1.00654
C -1.73483 2.18223 3.01220
N -2.77841 3.02625 2.43045
C -3.43187 3.93268 3.42775
C -3.60470 2.50393 1.44471
C -5.00081 2.23096 1.69356
C -5.83567 1.71222 0.71635
C -5.26734 1.26824 -0.52378
C -3.92168 1.42341 -0.72485
C -3.04746 2.14208 0.11991
N -1.73109 2.31682 -0.18642
C -1.45650 3.25965 -1.14766
C -1.79610 2.89215 -2.47067
C -1.84517 3.83817 -3.48466
C -1.40031 5.16352 -3.19305
C -0.81435 5.43287 -1.97520
C -0.78631 4.52386 -0.90445
N -0.24400 4.87651 0.29898
C 0.19638 3.97929 1.32509
C 0.22069 6.25727 0.47058
H -2.14790 1.53870 3.80521
H -1.25741 1.58297 2.27529
H -0.95045 2.80326 3.48079
H -3.89089 3.38291 4.30903
H -2.73519 4.69538 3.78826
H -4.23714 4.43981 2.91027
H -5.33820 2.43649 2.70726
H -6.89009 1.56149 0.93750
H -5.90423 0.80959 -1.32074
H -3.46507 1.01696 -1.61427
H -2.08605 1.84404 -2.63142
H -2.21570 3.65650 -4.51210
H -1.59369 5.95691 -3.95130
H -0.41190 6.40455 -1.76827
H 1.24848 4.19440 1.53244
H -0.39215 4.12522 2.23599
H 0.18813 2.95198 0.97322
H 1.06176 6.51688 -0.23286
H -0.58868 6.97662 0.34789
H 0.63255 6.44529 1.50147
C -0.12792 -5.03312 3.22478
N 0.39291 -4.12211 2.17861
C 1.62638 -4.59804 1.58694
C -0.35120 -3.07759 1.68873
N 0.21588 -1.98710 1.14746
C 1.41803 -1.44917 1.68272
C 1.71578 -1.52317 3.05992
C 2.93383 -1.17463 3.62348
C 3.87586 -0.48840 2.82606
C 3.56186 -0.28245 1.46313
C 2.36772 -0.77076 0.86951
N 2.13966 -0.59181 -0.52782
C 3.18553 -0.57272 -1.36423
N 4.27449 -1.37024 -1.19064
C 5.55179 -1.08297 -1.81698
C 4.28381 -2.64541 -0.48513
N 3.05832 0.26726 -2.47972
C 2.35723 1.55136 -2.40197
C 3.70582 -0.04810 -3.75978
N -1.72155 -3.15698 1.70096
C -2.60370 -1.99850 1.92232
C -2.45020 -4.38553 1.45989
H 0.63973 -5.31663 3.95684
H -0.44711 -5.99277 2.79762
H -0.95340 -4.52082 3.71769
H 1.57738 -5.70323 1.61052
H 2.57689 -4.18667 2.06417
H 1.63471 -4.23267 0.49922
H 0.99827 -2.07450 3.67590
H 3.12139 -1.40529 4.69586
H 4.81343 -0.09643 3.21883
H 4.21204 0.29619 0.78832
H 5.56036 -0.12102 -2.33899
H 5.80572 -1.89135 -2.56017
H 6.35842 -1.03397 -1.05076
H 3.27355 -3.09359 -0.45344
H 4.59669 -2.62160 0.56308
H 4.94033 -3.38004 -1.02028
H 1.92588 1.68309 -1.37141
H 1.57485 1.58619 -3.14894
H 3.00322 2.42545 -2.65256
H 4.12231 -1.07173 -3.77992
H 4.51246 0.66816 -4.02339
H 2.99110 0.02474 -4.60123
H -2.02864 -1.07514 2.14073
H -3.21130 -2.15800 2.83199
H -3.24614 -1.86673 1.03942
H -1.74180 -5.22636 1.23896
H -3.19336 -4.26199 0.63399
H -3.05288 -4.70570 2.35687
C 0.22336 -3.10538 -4.91721
C -0.26829 -3.43587 -3.49714
C -1.12615 -4.65667 -3.23708
O 0.08182 -2.67225 -2.52313
H 0.46738 -3.97356 -5.51871
H 1.11701 -2.44996 -4.81076
H -0.53596 -2.46400 -5.46150
H -1.05034 -5.43061 -4.01674
H -2.22226 -4.41421 -3.07820
H -0.82328 -5.11483 -2.27267
*
```



Entry ii
Molecular formula: C35H54BaN9O
Method: DFT, ωB97M-V/def2-TZVPD

Properties
HOMO level: -7.982 eV
gap between HOMO and LUMO: 5.84 eV

Geometry as ORCA input:
```
! RIJCOSX wB97M-V def2-TZVPD def2/J DEFGRID3
* xyz 1 1
Ba 10.07819 9.62575 11.42267
C 9.44045 6.25539 12.38987
N 9.68090 7.33691 13.35206
C 8.43651 7.75002 13.97764
C 10.83979 7.20035 14.14811
C 11.40287 5.92545 14.34088
C 12.42743 5.74324 15.29058
C 13.01858 6.83493 15.86829
C 12.65383 8.13540 15.50152
C 11.59390 8.39702 14.59229
N 11.31916 9.62445 13.95780
C 11.96497 10.83111 14.09592
C 13.37273 10.97697 14.29615
C 13.90322 12.14293 14.86302
C 13.12878 13.26752 15.07636
C 11.82191 13.30936 14.55747
C 11.24083 12.16447 14.00950
N 9.97113 12.20042 13.40212
C 9.65848 13.36379 12.61472
C 8.85006 11.89456 14.29289
H 9.13408 5.31366 12.89030
H 8.62065 6.53612 11.71857
H 10.33393 6.09477 11.76643
H 8.04267 6.99420 14.68305
H 8.58141 8.67418 14.53578
H 7.70080 7.91884 13.16767
H 11.00248 5.05901 13.80467
H 12.80096 4.76276 15.51164
H 13.77481 6.67399 16.61186
H 13.21725 8.98465 15.89390
H 14.01397 10.08106 14.18087
H 14.92979 12.13286 15.19549
H 13.58190 14.13501 15.54851
H 11.22681 14.25582 14.59870
H 9.49218 14.28693 13.21577
H 10.47057 13.55121 11.89820
H 8.71731 13.17959 12.08396
H 8.62295 12.72040 15.00288
H 7.95503 11.72084 13.67902
H 9.07766 10.98692 14.85746
C 13.76051 6.51711 9.31630
N 13.27296 7.79944 9.77995
C 13.51307 7.99978 11.19242
C 12.93077 8.85758 8.96071
N 12.02422 9.76551 9.41600
C 11.86529 11.09202 8.97229
C 12.99929 11.93870 8.79623
C 12.87039 13.27270 8.42050
C 11.61606 13.86807 8.38016
C 10.48372 13.12345 8.72650
C 10.54873 11.71647 8.90092
N 9.34685 11.02345 9.20603
C 8.17140 11.17030 8.57237
N 7.99903 11.50646 7.23913
C 9.01838 11.12378 6.28703
C 7.04323 12.49635 6.75916
N 7.01452 10.81254 9.24133
C 6.92546 10.83981 10.67696
C 5.82129 10.28661 8.61292
N 13.41692 8.79541 7.65777
C 12.59782 9.31346 6.60814
C 14.81763 8.58338 7.31352
H 14.84486 6.39336 9.50682
H 13.49421 6.33260 8.26720
H 13.29392 5.74027 9.94717
H 14.45959 7.54206 11.48926
H 12.71995 7.48222 11.75903
H 13.49710 9.05969 11.43543
H 14.00136 11.51028 8.91778
H 13.77528 13.80157 8.12148
H 11.50202 14.89124 8.03623
H 9.52285 13.61738 8.79773
H 9.65646 10.36398 6.73569
H 9.66148 11.98856 6.02454
H 8.55916 10.75159 5.33770
H 6.34066 12.79862 7.55293
H 6.48186 12.05374 5.91555
H 7.58880 13.36147 6.36615
H 7.77599 11.39659 11.09220
H 6.87607 9.80760 11.09666
H 6.00455 11.32781 10.98780
H 5.97196 10.15115 7.54757
H 4.95922 10.95250 8.78193
H 5.58236 9.30757 9.05815
H 11.53835 9.28426 6.89758
H 12.73843 8.68061 5.69999
H 12.85383 10.36267 6.35409
H 15.41946 8.39553 8.20450
H 15.17594 9.48311 6.78441
H 14.91946 7.73095 6.61169
C 7.12491 6.39110 8.43754
C 8.50467 6.94676 8.68541
C 9.55442 6.19264 7.88817
O 8.74204 7.88514 9.48671
H 7.16289 5.29821 8.66310
H 6.91380 6.46258 7.35142
H 6.32723 6.90042 9.00880
H 9.26024 6.20635 6.81890
H 9.58182 5.13401 8.23595
H 10.57889 6.61330 7.94555
*
```



Which structure wins on stability? entry ii wins.



Entry i
Molecular formula: C3HCl2FO
Method: DFT, ωB97M-V/def2-TZVPD

Properties
HOMO level: -9.340 eV
gap between HOMO and LUMO: 8.38 eV

Geometry as ORCA input:
```
! RIJCOSX wB97M-V def2-TZVPD def2/J DEFGRID3
* xyz 0 1
C 0.77734 -1.24366 -0.31686
C -0.43445 -1.26314 0.09657
C -1.15552 1.82321 2.14682
O 1.92228 -1.17364 -0.56852
F -1.22300 -0.54297 -0.73474
Cl -0.04522 1.94733 0.85636
Cl -2.16289 3.12999 2.28005
H -0.95382 -1.90442 0.83079
*
```



Entry ii
Molecular formula: C3HCl2FO
Method: DFT, ωB97M-V/def2-TZVPD

Properties
structure (SMILES): O=C/C(Cl)=C(/F)Cl
HOMO level: -10.204 eV
gap between HOMO and LUMO: 9.48 eV

Geometry as ORCA input:
```
! RIJCOSX wB97M-V def2-TZVPD def2/J DEFGRID3
* xyz 0 1
O 0.94114 2.19076 0.15548
C -0.21820 1.73348 0.09467
C -0.56035 0.35200 -0.08334
Cl -2.30247 -0.21475 -0.11579
C 0.35917 -0.62585 0.00622
F 0.00221 -1.86528 0.34689
Cl 2.07098 -0.49156 -0.16015
H -1.09737 2.51084 0.21993
*
```



Which structure wins on stability? entry ii wins.



Entry i
Molecular formula: C3H6N4S
Method: DFT, ωB97M-V/def2-TZVPD

Properties
structure (SMILES): [H]/N=C\N=C/N(S)/C=N\[H]
HOMO level: -9.809 eV
gap between HOMO and LUMO: 10.07 eV

Geometry as ORCA input:
```
! RIJCOSX wB97M-V def2-TZVPD def2/J DEFGRID3
* xyz 0 1
H -3.20826 -0.43409 -1.09797
N -2.58458 -1.23663 -0.96224
C -1.70059 -0.96543 -0.09322
N -1.61239 0.23272 0.62541
C -0.52534 0.84144 0.86995
N 0.76317 0.58290 0.35250
S 2.08078 1.25223 1.21941
C 0.98573 0.00278 -0.92450
N 2.08153 -0.27590 -1.47346
H 2.87714 -0.02691 -0.85884
H -0.97696 -1.73841 0.19865
H -0.53006 1.67807 1.55396
H 2.29138 0.24099 2.04822
H 0.05844 -0.15375 -1.45785
*
```



Entry ii
Molecular formula: C3H6N4S
Method: DFT, ωB97M-V/def2-TZVPD

Properties
structure (SMILES): N#CS/C=C(/N)NN
HOMO level: -8.135 eV
gap between HOMO and LUMO: 8.81 eV

Geometry as ORCA input:
```
! RIJCOSX wB97M-V def2-TZVPD def2/J DEFGRID3
* xyz 0 1
N -3.49800 -1.56640 1.01550
C -3.40994 -0.73471 0.23489
S -3.15606 0.70765 -0.57683
C -1.62497 1.24880 0.17807
C -0.42045 0.67746 -0.03897
N 0.59961 1.21334 0.75531
N -0.31570 -0.40891 -0.86644
N 0.77073 -1.30337 -0.65633
H -1.85984 2.05714 0.70601
H 1.36507 0.57947 0.59225
H 0.38987 1.34118 1.72922
H -1.10609 -0.37364 -1.47812
H 0.56604 -2.24731 -0.90852
H 1.59010 -1.04032 -1.17077
*
```



Which structure wins on stability? entry i wins.



Entry i
Molecular formula: C6H9N2
Method: DFT, ωB97M-V/def2-TZVPD

Properties
HOMO level: -12.382 eV
gap between HOMO and LUMO: 7.69 eV

Geometry as ORCA input:
```
! RIJCOSX wB97M-V def2-TZVPD def2/J DEFGRID3
* xyz 1 1
C -0.71759 -1.09092 0.62110
C -2.01035 -1.07951 0.29094
C 0.15825 0.04195 0.41134
C -2.57597 0.17540 -0.35081
C -1.83106 1.36603 0.19094
C 1.45205 0.12498 0.56621
N 2.67589 0.36705 0.65095
N 3.57454 0.03593 -0.50035
H -0.22817 -2.03318 0.92899
H -2.39472 -2.10351 0.19423
H -2.58590 0.19173 -1.40074
H -3.57796 0.48995 0.08916
H -1.38448 1.98985 -0.48693
H -1.80734 1.53304 1.20170
H 3.52798 -0.96555 -0.63454
H 3.20464 0.57568 -1.45208
H 4.52018 0.38108 -0.32011
*
```



Entry ii
Molecular formula: C6H9N2
Method: DFT, ωB97M-V/def2-TZVPD

Properties
HOMO level (spin up / spin down): -13.651 / -13.651 eV
gap between HOMO and LUMO (spin up / spin down): 7.21 / 7.21 eV

Geometry as ORCA input:
```
! RIJCOSX wB97M-V def2-TZVPD def2/J DEFGRID3
* xyz 1 1
C -0.23800 -0.96849 2.08603
C 0.93229 -0.31636 1.61899
C -1.37234 -0.93326 1.40424
C 0.96779 0.18970 0.27675
C -2.56379 -0.98283 0.95080
C 0.20745 0.18882 -1.88086
N 0.19585 -0.31914 -0.59204
N 1.78853 1.29057 0.02424
H -0.12826 -1.62521 2.93590
H 1.77278 -0.22278 2.28724
H -2.46832 -1.18276 -0.09256
H -3.45337 -0.47366 1.42861
H -0.02733 -0.60683 -2.68899
H -0.52308 1.00654 -2.04331
H 1.16362 0.56184 -2.30085
H 2.33617 2.01713 0.60930
H 1.94842 1.42867 -0.91790
*
```



Entry iii
Molecular formula: C6H9N2
Method: DFT, ωB97M-V/def2-TZVPD

Properties
HOMO level: -11.635 eV
gap between HOMO and LUMO: 7.38 eV

Geometry as ORCA input:
```
! RIJCOSX wB97M-V def2-TZVPD def2/J DEFGRID3
* xyz 1 1
C 0.90083 1.62613 0.34937
C 2.07844 0.78740 0.31014
C -0.33342 1.28810 -0.05345
C 2.20791 -0.47765 0.08787
C -0.76626 0.03011 -0.69256
C -1.46563 -0.86769 0.33162
N -2.73088 -0.65866 0.46335
N 2.34201 -1.73151 0.06986
H 1.07427 2.61699 0.74049
H 3.01293 1.30991 0.49849
H -1.11447 2.02079 0.10292
H -1.45388 0.27886 -1.50945
H 0.09059 -0.51198 -1.10436
H -3.24418 -1.23476 1.11871
H -3.30293 0.02884 -0.03920
H 2.52178 -2.24810 -0.78953
H 2.22384 -2.28881 0.91561
*
```



Which structure wins on stability? entry iii wins.